DFT (the ωB97M-V functional and the def2-TZVPD basis) results for one molecule with the formula C3H7NOS at a distorted geometry.

Each line ends with the Mulliken charge.
Geometry (Å):
C 0.130 -1.063 1.549  -0.56
C -0.548 -1.058 0.229  -0.25
C 0.304 -0.541 -0.930  -0.57
N 0.427 1.890 0.212  -0.56
O 2.615 1.096 -0.599  -0.63
S 1.500 0.568 0.232  0.52
H -0.502 -0.930 2.495  0.20
H -0.730 -2.236 0.233  0.30
H -1.617 -0.752 0.300  0.30
H 0.901 -1.341 -1.181  0.29
H -0.010 0.114 -1.725  0.38
H 0.182 2.117 1.193  0.27
H 1.025 2.515 -0.249  0.29

Atoms 1-3, force components in eV/Å:
0.0 -0.7 0.8
-2.6 -1.2 1.1
1.0 1.4 3.4

Calculated values
Frontier orbital gap (spin up / spin down), eV: 7.70 / 7.46

***

DFT (the ωB97M-V functional and the def2-TZVPD basis) results for one molecule with the formula C6H13NO at a distorted geometry.

Each line ends with the Mulliken charge.
Geometry (Å):
C -1.673 0.388 1.249  -1.63
C -0.563 -0.341 0.534  1.72
C 0.025 -1.475 1.335  -1.64
C -0.640 -0.524 -1.079  -1.60
C 0.290 0.459 -0.383  0.25
N -0.081 1.839 -0.590  -0.58
C 1.779 0.161 -0.696  -0.59
O 1.923 0.240 -2.091  -0.54
H -2.455 -0.308 1.550  0.39
H -2.084 1.166 0.612  0.43
H -1.285 0.866 2.149  0.33
H -0.773 -2.101 1.733  0.43
H 0.694 -2.095 0.746  0.39
H 0.587 -1.080 2.182  0.32
H -0.329 -1.518 -1.370  0.44
H -1.539 -0.129 -1.528  0.35
H 0.303 2.154 -1.478  0.28
H 0.309 2.417 0.147  0.25
H 2.059 -0.843 -0.347  0.25
H 2.413 0.922 -0.235  0.31
H 1.038 -0.201 -2.439  0.44

Atoms 1-3, force components in eV/Å:
0.0 0.0 -0.2
-0.1 0.0 -1.3
0.0 0.1 -0.1

Calculated values
Structure (SMILES): CC1(C)C[C@]1(N)CO
Frontier orbital gap, eV: 9.99

***

DFT (the ωB97M-V functional and the def2-TZVPD basis) results for one molecule with the formula C4H7NO2 at a distorted geometry.

Each line ends with the Mulliken charge.
Geometry (Å):
C 1.019 1.002 -1.035  -1.38
C -0.216 0.174 -0.785  0.53
C 0.093 -1.073 0.088  -0.65
N 0.049 -0.404 1.426  -0.40
C -1.207 0.189 1.244  0.57
O -2.197 -0.040 1.883  -0.55
O -1.172 0.865 0.061  -0.37
H 1.539 1.127 -0.083  0.35
H 0.759 1.980 -1.442  0.36
H 1.676 0.486 -1.745  0.33
H -0.755 -0.020 -1.727  0.29
H 1.080 -1.490 -0.014  0.38
H -0.676 -1.852 -0.168  0.27
H -0.006 -0.908 2.319  0.29

Atoms 1-3, force components in eV/Å:
0.0 0.1 0.1
0.3 -0.1 0.1
0.3 -0.2 -0.2

Calculated values
Structure (SMILES): C[C@H]1CNC(=O)O1
Frontier orbital gap, eV: 10.92

***

One value per record, in order, for energy relative to the best compared isomer or geometry (same formula, charge and spin): 656.8, 185.4, 87.9 kJ/mol.